1.
The following is a DFT calculation (ωB97M-V/def2-TZVPD) of C32H64O16 as an isolated structure.

Properties
* strongest force on any atom: 13.08 eV/A
* ΔE to the lowest compared entry with this formula, charge and spin: 455.80 kcal per mole
* orbital gap: 9.1 eV
* net charge: 0
* HOMO energy: -8.787 eV
* DFT total energy: -2460.9000 a.u.

Positions of all 112 atoms, in Å:
1 O -1.418 -4.440 -4.776
2 C 0.713 -1.616 0.072
3 H 1.590 3.203 -1.760
4 H 1.559 0.291 2.739
5 C 2.220 -4.133 -2.455
6 H -0.109 2.759 -0.037
7 H 4.538 -0.583 -3.466
8 H -3.909 -0.315 6.124
9 C -0.819 2.774 3.750
10 O 1.209 -3.531 2.084
11 H 2.802 -0.449 -3.175
12 O 0.297 3.109 2.943
13 H 1.579 3.477 0.069
14 H -1.924 3.985 2.299
15 H 3.537 2.784 2.584
16 H 0.649 -0.878 4.938
17 C -1.875 0.828 -0.050
18 C 3.628 -2.181 -2.314
19 O -3.068 1.641 1.945
20 C -2.230 0.210 4.962
21 C -0.306 -1.831 -4.307
22 H -2.972 2.850 3.189
23 C 3.618 -1.153 -3.338
24 C 2.612 3.330 2.400
25 O 2.332 -2.835 -2.194
26 H -0.178 0.330 2.251
27 H 0.080 -4.344 -2.966
28 H -2.772 5.019 -2.441
29 C 3.535 -3.407 1.569
30 H 0.534 -4.534 -1.197
31 H -1.095 1.722 3.676
32 H 0.442 -6.220 -4.374
33 H 1.717 -5.098 -4.831
34 H 2.536 -4.928 2.720
35 C -2.111 3.515 3.264
36 O -0.711 4.738 -3.029
37 H -2.691 1.013 -0.749
38 H -1.752 -0.229 0.187
39 H 0.807 -5.698 -2.417
40 H -1.011 1.150 -0.631
41 H 4.479 -3.200 2.072
42 O -3.693 3.709 1.168
43 O 1.835 1.842 4.057
44 H -3.328 6.548 -4.033
45 C -2.266 6.310 -4.095
46 H -1.570 2.699 1.053
47 O 0.456 -3.017 -4.585
48 O -1.320 -0.553 4.383
49 H -2.502 4.176 4.037
50 H 0.891 2.878 -1.549
51 H 3.926 -1.654 -1.407
52 C -0.373 3.746 -2.320
53 H 2.646 -3.338 3.513
54 C 0.053 -0.989 -3.030
55 H 0.328 -1.554 -2.139
56 O -1.911 1.268 5.550
57 H 2.533 -0.927 -0.929
58 H -1.455 -3.265 1.941
59 H 0.773 -0.176 -3.125
60 C 2.489 -3.850 2.563
61 H 0.745 -1.228 2.530
62 C 0.586 -0.192 2.828
63 C -5.195 2.315 2.385
64 C -0.937 -3.626 1.052
65 H 3.580 -4.167 0.789
66 H -0.387 -1.277 -5.242
67 H -5.575 1.428 1.879
68 H 0.717 2.020 -2.921
69 O -1.046 3.187 -1.461
70 H 0.816 -2.679 -0.147
71 H -1.670 7.173 -4.391
72 H 3.222 -1.512 -4.288
73 C 0.387 -4.283 1.397
74 C 1.417 1.436 -0.178
75 C 0.100 -0.217 4.268
76 H -5.263 2.047 3.439
77 O 1.038 0.442 -1.135
78 H -1.086 1.227 1.916
79 C 0.958 3.044 -2.634
80 O 2.110 1.161 0.814
81 H 2.780 4.357 2.724
82 C -0.214 -4.281 -4.841
83 H 0.986 -1.478 1.118
84 H 1.417 3.580 -3.465
85 H -1.367 -2.080 -4.291
86 C -1.821 1.654 1.233
87 C 0.894 2.815 -0.460
88 H 1.406 -1.477 -1.931
89 C 1.447 -0.880 -1.019
90 C 0.706 -5.426 -5.073
91 H -5.901 3.045 1.991
92 C -3.631 -0.363 5.071
93 H 2.349 3.202 1.350
94 O 3.075 -4.924 -2.930
95 H -4.238 0.355 4.519
96 H 0.231 0.792 4.660
97 C -1.872 5.515 -2.804
98 O 0.665 -5.389 1.007
99 H -0.818 -2.784 0.371
100 H 3.126 -2.460 1.215
101 H -0.356 -1.405 0.056
102 H -1.475 -4.423 0.538
103 H -0.847 -0.384 -2.920
104 H 4.326 -2.924 -2.701
105 H -1.809 6.214 -1.970
106 H 0.778 -5.766 -6.106
107 H -3.692 -1.369 4.655
108 C 1.544 2.668 3.174
109 H -2.155 5.512 -4.829
110 H -0.588 2.812 4.815
111 C -3.880 2.638 1.793
112 C 0.842 -4.623 -2.238

2.
The following is a DFT calculation (ωB97M-V/def2-TZVPD) of a 9-piece molecular cluster, C32H64O22S7 overall.

Properties
* strongest force on any atom: 2.59 eV/A
* SMILES: CCOS(C)(=O)=O.CCOS(C)(=O)=O.CCOS(C)(=O)=O.CCOS(C)(=O)=O.CCOS(C)(=O)=O.CCOS(C)(=O)=O.O=S1(=O)OCCO1.c1ccccc1.c1ccccc1
* orbital gap: 8.7 eV
* net charge: 0
* HOMO energy: -8.940 eV
* DFT total energy: -5700.1631 a.u.

Positions of all 125 atoms, in Å:
1 C 4.043 -2.555 2.672
2 H -5.682 2.308 6.289
3 O 5.770 3.616 -0.105
4 C -4.786 4.318 -3.194
5 C -1.343 -5.379 -1.292
6 H -1.113 1.508 -3.058
7 O 7.083 1.547 -0.115
8 O -4.988 -0.728 -0.256
9 C 0.671 1.406 1.046
10 O -3.493 2.763 8.198
11 H 1.444 2.135 -5.418
12 C 7.052 1.529 1.316
13 H -1.642 2.999 -2.313
14 C -2.757 -3.670 -2.239
15 O 1.276 1.170 -2.077
16 H 4.557 0.464 -0.969
17 C -5.743 3.771 -4.032
18 H -9.031 -1.144 2.287
19 H -1.076 1.632 7.947
20 H -8.278 0.132 3.218
21 H -5.941 1.269 3.868
22 H 1.771 -3.094 -1.791
23 H 3.235 -2.574 -3.965
24 O -4.216 0.913 6.786
25 H -2.806 2.930 -4.513
26 C -2.061 -2.724 -1.499
27 H 9.096 1.988 1.656
28 H -3.552 -0.565 2.107
29 H 6.972 -0.306 -2.678
30 H 0.293 1.071 -4.780
31 S 3.402 -2.075 1.085
32 S 5.008 -0.390 -4.087
33 O 6.298 2.497 -2.229
34 O 2.547 -0.947 1.246
35 S 5.953 2.418 -0.859
36 H -6.881 2.022 -4.533
37 C 4.454 1.486 -0.617
38 O -2.841 2.718 5.820
39 C -4.835 2.305 -1.812
40 O -5.716 -2.912 0.612
41 H 8.829 0.221 1.411
42 H -6.327 -1.628 3.616
43 H 4.162 -2.919 -2.437
44 H -0.567 -2.316 -0.076
45 H -3.616 -3.336 -2.805
46 H 7.203 -0.937 -4.348
47 H 3.737 2.151 -1.090
48 H 5.292 -3.547 -0.062
49 H 4.425 -1.668 3.173
50 C -3.877 -1.581 1.906
51 H 1.471 -1.460 -2.478
52 C -1.729 3.095 -4.457
53 H 7.669 -3.100 -0.059
54 H -6.112 0.763 -2.626
55 C -0.999 -3.100 -0.687
56 C -5.740 1.778 -2.721
57 H -4.926 -0.038 4.423
58 H -7.050 -2.636 2.517
59 O 2.597 2.977 -3.139
60 S -3.115 2.039 7.032
61 H 3.245 -3.047 3.215
62 O -6.386 -0.861 1.700
63 H 2.565 -1.661 -1.172
64 H -6.046 4.360 -4.893
65 H -3.135 -2.246 1.466
66 H 7.449 -1.367 0.255
67 S 1.446 2.149 -3.102
68 H 6.357 0.747 1.642
69 H -1.014 -6.411 -1.314
70 O -2.790 1.713 1.991
71 H -1.497 4.145 -4.617
72 C -7.031 -1.574 2.773
73 H 1.445 1.222 1.783
74 H 6.790 2.490 1.750
75 C -5.364 1.313 5.989
76 O -0.372 2.118 1.703
77 H 4.922 -3.152 2.433
78 H 7.015 -2.615 1.484
79 H 1.948 0.456 -4.837
80 C 2.219 -2.151 -2.091
81 C -2.353 -4.999 -2.163
82 S -5.282 -1.578 0.842
83 O 4.679 -1.004 -5.327
84 H 0.069 -4.775 0.189
85 C -5.101 1.038 4.526
86 C 0.003 0.163 0.520
87 O 4.930 1.011 -3.899
88 O 4.041 -0.927 -2.919
89 H 0.032 -0.632 1.274
90 H 4.379 1.400 0.466
91 C 8.432 1.145 1.831
92 H -1.398 0.477 6.535
93 H -4.223 1.508 4.086
94 O 4.744 -1.575 0.407
95 H -3.509 4.009 -1.556
96 H 8.336 0.916 2.895
97 H -1.333 2.541 -5.315
98 H -2.347 -1.681 -1.569
99 O -2.004 2.921 0.062
100 H 1.167 2.011 0.287
101 H -2.788 -5.735 -2.828
102 H 5.718 -2.324 -1.252
103 C 6.575 -0.950 -3.458
104 C 5.650 -2.525 -0.184
105 H -4.167 -2.092 2.828
106 O 2.896 -3.236 0.438
107 C 1.351 1.343 -4.678
108 C 7.030 -2.356 0.424
109 C -1.118 2.591 -3.171
110 H 0.386 -0.302 -0.383
111 H -4.511 1.714 -0.968
112 H -2.127 0.178 8.073
113 H -6.141 0.599 6.262
114 O -1.363 0.538 0.302
115 C -0.637 -4.431 -0.556
116 C -1.767 0.976 7.426
117 C -4.308 3.551 -2.126
118 H -8.758 -1.383 3.982
119 C -6.137 2.448 -3.875
120 S -1.786 1.889 1.006
121 O 0.235 3.140 -3.182
122 C 3.470 -2.248 -2.955
123 H 6.450 -1.945 -3.036
124 C -8.313 -0.947 3.087
125 H -4.341 5.295 -3.322